1.
{
  "formula": "C5H34NO15",
  "method": "ωB97M-V/def2-TZVPD",
  "symbols": ["O", "O", "O", "O", "O", "O", "O", "O", "O", "O", "O", "O", "O", "O", "O", "N", "C", "C", "C", "C", "C", "H", "H", "H", "H", "H", "H", "H", "H", "H", "H", "H", "H", "H", "H", "H", "H", "H", "H", "H", "H", "H", "H", "H", "H", "H", "H", "H", "H", "H", "H", "H", "H", "H", "H"],
  "coordinates": [[-1.50137, 0.44317, 2.72543], [1.26978, -4.43551, 1.19263], [3.54982, 0.04450, -1.19216], [0.15563, 0.79103, -3.70890], [-0.05426, 2.10786, 2.42577], [0.98608, 3.11679, -2.66705], [2.76893, 1.93927, 0.66828], [0.53086, -0.04379, 4.46360], [1.04794, 4.18572, 0.55940], [2.50734, -0.88653, -3.68194], [-1.45859, -2.76277, 1.39783], [-0.11416, -3.40614, -1.55654], [-3.28816, -0.89653, 1.30836], [-1.38321, -1.66548, -3.01766], [-3.01237, -1.06893, -1.27338], [0.71618, -0.03431, 0.45743], [-0.53770, 0.04313, -0.21416], [-1.87052, 1.86894, 0.89952], [-1.11635, 1.52862, 2.15385], [1.06860, -0.70792, 1.46935], [-1.00376, 1.53055, -0.30475], [-2.88839, 1.43513, 0.88406], [-0.22916, 0.20558, 3.85146], [2.85579, 1.82095, 1.63216], [-2.54765, -0.50187, 1.84511], [-0.58471, -2.85686, -2.21990], [1.70123, -1.35303, -3.42654], [-1.43189, -0.55906, 0.22462], [-0.31132, 0.02912, -3.34503], [2.95831, -0.73164, -2.83711], [0.39654, -1.08658, 2.26514], [1.87072, 1.62310, 0.43487], [0.88711, -4.55482, 0.30577], [-2.07623, 2.93640, 0.87823], [1.88011, -3.69946, 1.22198], [-1.79917, -1.13912, -2.24791], [-0.34848, -0.15797, -1.30177], [1.96831, 3.99337, 0.33618], [2.17123, -0.78129, 1.55172], [-2.93332, -1.83384, -0.70120], [-1.51312, 1.56820, -1.26508], [-1.22284, -2.03876, 2.00328], [-3.24363, -0.30506, -0.73567], [0.62239, 2.23884, -2.97239], [1.23298, 0.29636, 3.90630], [-0.73593, -4.10015, -1.28503], [0.78912, 3.46108, 1.16071], [-1.95077, -1.37767, -3.73830], [1.04373, 0.42457, -3.89018], [0.49231, 3.42380, -1.91148], [-3.53524, -1.67134, 1.81898], [-0.77205, -3.39025, 1.66234], [3.92872, 0.89809, -0.98545], [2.66433, 0.03829, -0.78495], [-0.23709, 2.32152, -0.25812]],
  "atomic_forces_ev_per_a": [[0.06, 0.34, 0.24], [-0.69, -0.82, 0.26], [-0.29, -0.94, -0.36], [0.25, -0.38, -0.32], [-0.20, 0.59, -0.09], [0.23, -0.66, -0.79], [0.23, 0.19, 0.50], [-0.62, 0.04, -0.76], [-0.10, 0.03, -0.04], [-0.48, -0.16, -0.13], [0.56, -0.20, 0.83], [0.00, -0.60, 0.18], [-0.36, 0.11, 0.54], [-0.04, 1.46, 0.06], [-0.65, 0.46, -1.21], [1.18, -1.22, -0.75], [-1.41, 0.92, 0.11], [-1.61, 1.21, -0.40], [0.57, -1.61, -0.13], [-0.16, 0.61, -0.34], [-0.18, -0.45, 0.69], [0.66, -0.28, 0.06], [0.15, -0.31, 0.95], [-0.33, 0.08, -0.66], [-0.45, 0.51, 0.13], [0.09, -0.39, 0.27], [0.21, -0.29, -0.04], [2.19, 0.78, -0.87], [-0.18, -0.12, -0.01], [0.27, 0.37, 0.16], [0.51, -0.20, -0.67], [0.44, -0.10, 0.36], [0.68, 0.74, 0.30], [0.18, 0.36, 0.06], [-0.05, 0.23, -0.60], [0.08, -1.11, -0.58], [0.10, -0.65, 1.26], [-0.21, -0.15, 0.06], [-0.55, 0.06, 0.73], [-0.02, 0.18, 0.70], [-0.37, 0.61, 0.06], [-0.48, 0.05, -0.38], [-0.08, -0.45, 0.52], [0.13, 1.14, 0.64], [0.49, 0.22, 0.24], [0.13, 0.51, -0.25], [-0.03, 0.27, 0.14], [0.02, -0.35, -0.34], [-0.01, 0.23, 0.00], [-0.22, -0.03, 0.38], [-0.10, -0.14, -0.09], [0.11, -0.40, -0.38], [-0.22, 0.32, 0.23], [0.30, 0.27, 0.11], [0.25, -0.88, -0.54]],
  "mulliken_charge": [-0.98, -0.65, -0.77, -0.79, -0.69, -0.69, -0.72, -0.76, -0.68, -0.75, -0.56, -0.59, -0.61, -0.83, -0.74, 0.54, 2.28, -0.81, 0.50, -0.92, -0.11, 0.28, 0.36, 0.34, 0.22, 0.29, 0.30, -0.77, 0.25, 0.36, 0.11, 0.21, 0.32, 0.46, 0.31, 0.57, -0.80, 0.33, 0.30, 0.31, 0.57, 0.26, 0.35, 0.47, 0.33, 0.29, 0.35, 0.28, 0.50, 0.32, 0.32, 0.35, 0.27, 0.50, -0.55],
  "de_lowest_kcal_mol": 53.6,
  "mol_weight_g_mol": 348.32,
  "e_homo_ev": -6.8,
  "energy_ev": -37942.344,
  "largest_force_ev_per_a": 2.5,
  "charge": -1
}


2.
{
  "formula": "C5H35N2O13",
  "method": "ωB97M-V/def2-TZVPD",
  "symbols": ["O", "O", "O", "O", "O", "O", "O", "O", "O", "O", "O", "O", "O", "N", "N", "C", "C", "C", "C", "C", "H", "H", "H", "H", "H", "H", "H", "H", "H", "H", "H", "H", "H", "H", "H", "H", "H", "H", "H", "H", "H", "H", "H", "H", "H", "H", "H", "H", "H", "H", "H", "H", "H", "H", "H"],
  "coordinates": [[-0.96314, -2.87339, -1.23163], [-3.01255, 0.15090, 3.00009], [-1.74103, -3.43015, 1.18535], [5.38776, 0.09721, 2.36432], [1.57245, -3.19022, -0.36494], [1.44601, 0.36131, 2.82256], [-0.73812, 1.47653, 2.83880], [3.45305, 1.88487, 3.50236], [-2.54409, 2.28364, 1.12751], [-3.12143, 0.82471, -1.87024], [0.52939, -5.06772, 1.13390], [-2.13861, -1.58572, -3.37852], [-0.73183, 0.13118, -5.25305], [0.13480, 2.63602, -3.76980], [-0.79229, 2.92222, -1.01798], [0.44460, 0.81034, -0.40180], [1.50679, 1.34014, 0.54751], [1.92882, 0.18024, 1.47563], [0.36516, 1.70620, -2.69727], [0.01574, 1.84795, -1.39297], [-0.38542, 0.34263, 0.16123], [3.00677, 0.29122, 1.60850], [1.66950, -0.86781, 1.28239], [-3.03521, -1.93503, -3.45199], [4.79712, 0.82748, 2.63966], [-1.31325, 2.78755, -0.15781], [4.90503, -0.72167, 2.26000], [-3.33481, 1.74775, 1.11068], [-1.42598, -2.83135, 1.87133], [1.12430, 2.13512, 1.14738], [1.02467, 2.87578, -4.16407], [0.47669, 0.92727, 2.91902], [-2.32756, -0.68040, -3.05604], [0.78180, -0.01352, -1.03353], [-2.74860, -0.60677, 3.53086], [-1.35550, 3.27398, -1.78174], [1.40882, -2.42956, 0.20317], [1.05993, -4.44534, 0.53316], [-1.14307, -4.20740, 1.21829], [3.29105, 2.72150, 3.06205], [-1.57573, -2.70661, -0.48432], [-2.48553, 1.53729, -2.01553], [-2.16063, 0.69254, 2.95613], [-0.86357, -0.62287, -4.64487], [2.62414, 1.28209, 3.46148], [0.62874, 0.69078, -2.95684], [-1.91681, 2.05448, 1.86240], [0.78920, -3.20947, -0.96892], [-3.15221, 0.78013, -0.90714], [-0.49415, 3.39892, -3.54725], [-1.51909, -2.52029, -1.95616], [-0.51346, 2.08663, 3.55117], [2.41814, 1.70042, 0.06073], [0.87696, -5.09196, 2.02593], [-0.60967, 0.93955, -4.71217]],
  "atomic_forces_ev_per_a": [[-1.32, 0.62, -0.41], [0.41, 0.12, -0.02], [-0.31, -0.14, 0.57], [0.76, 0.41, -0.14], [-0.06, -0.21, -0.54], [-0.35, 0.49, 0.51], [0.32, 0.55, 0.52], [0.07, -0.54, 0.40], [-0.03, 0.85, -0.78], [0.02, 0.03, -0.12], [-0.16, -0.07, -0.60], [-0.62, 0.40, 0.21], [0.01, -0.09, 0.38], [-0.60, -1.27, 0.54], [0.60, 0.10, 0.15], [-0.67, 0.11, -0.65], [0.31, -2.15, -0.28], [0.24, 1.25, 2.48], [-0.33, -0.20, 1.13], [-0.81, 0.21, -1.64], [0.11, 0.66, 0.04], [0.07, -0.61, -0.45], [-0.02, 0.35, -1.05], [0.10, -0.17, -0.25], [-0.24, -0.61, 0.17], [-0.23, 0.06, 0.00], [-0.44, 0.18, 0.13], [0.06, -0.30, 0.71], [-0.04, -0.07, -0.02], [-0.37, 0.50, 0.49], [-0.04, 0.71, -0.29], [0.56, -1.21, -1.19], [0.19, -0.15, 0.18], [0.57, -0.06, 0.24], [-0.13, 0.01, -0.03], [0.04, 0.20, 0.41], [-0.04, 0.09, -0.13], [-0.34, -0.45, 1.07], [0.13, 0.39, -0.14], [-0.39, -0.14, -0.05], [0.90, -0.66, 0.32], [0.06, -0.10, 0.01], [-0.39, -0.54, 0.32], [0.00, 0.65, -0.40], [0.42, 0.76, -0.51], [0.72, 0.18, -0.43], [-0.05, -0.36, -0.02], [0.20, 0.35, 0.45], [0.07, -0.12, 0.04], [0.67, 0.10, -0.15], [0.89, -0.08, -0.33], [-0.55, 0.21, 0.01], [-0.33, -0.02, -0.43], [0.39, 0.21, -0.10], [0.00, -0.45, -0.33]],
  "mulliken_charge": [-0.63, -0.72, -0.68, -0.68, -0.75, -0.87, -0.98, -0.75, -0.74, -0.70, -0.79, -0.71, -0.72, -0.58, -0.41, -0.26, -0.63, 1.30, -0.68, 0.00, 0.07, -0.32, -0.68, 0.29, 0.38, 0.31, 0.31, 0.27, 0.27, 0.43, 0.21, 0.37, 0.44, 0.28, 0.26, 0.31, 0.35, 0.42, 0.39, 0.28, 0.29, 0.36, 0.51, 0.34, 0.44, 0.65, 0.48, 0.35, 0.29, 0.17, 0.39, 0.13, 0.30, 0.29, 0.37],
  "de_lowest_kcal_mol": 29.8,
  "mol_weight_g_mol": 331.34,
  "e_homo_ev": -5.3,
  "energy_ev": -35353.230,
  "largest_force_ev_per_a": 2.8,
  "charge": -1
}


3.
{
  "formula": "C5H35NO12",
  "method": "ωB97M-V/def2-TZVPD",
  "symbols": ["O", "O", "O", "O", "O", "O", "O", "O", "O", "O", "O", "O", "N", "C", "C", "C", "C", "C", "H", "H", "H", "H", "H", "H", "H", "H", "H", "H", "H", "H", "H", "H", "H", "H", "H", "H", "H", "H", "H", "H", "H", "H", "H", "H", "H", "H", "H", "H", "H", "H", "H", "H", "H"],
  "coordinates": [[0.21879, -3.85337, 2.57533], [-2.53485, -0.02116, -2.22651], [0.78290, -2.66222, -3.12291], [-0.28906, -1.18310, 0.97047], [2.04406, -0.40267, 4.37500], [-2.23026, 3.29873, -0.52678], [-1.99141, 4.54475, 2.53233], [-4.02739, 1.15997, -0.30552], [-1.62151, -4.95081, -0.69690], [2.04535, 4.57007, 2.61914], [1.06238, -5.57449, -1.84479], [-1.36245, -2.34300, -1.45179], [0.10976, 1.79639, 1.21484], [0.35183, 0.90463, 0.03354], [1.58227, 0.51589, -2.25485], [0.82516, -0.45493, 0.53173], [1.38501, 1.50273, -0.97482], [2.68248, 1.74060, -0.19702], [0.69607, -2.77358, -4.02475], [-1.43281, -4.03128, -0.86223], [1.69682, -0.49586, 5.25658], [1.87746, 3.96601, 1.96434], [-1.90766, -5.41636, -1.43228], [1.41859, 0.83329, -3.19068], [-2.17630, 3.76197, -1.42340], [-0.86307, -2.30468, -2.37242], [2.69985, 0.48712, -2.38632], [0.12754, -3.14263, 1.90711], [-0.27905, -3.44113, 3.30633], [1.16370, 2.60829, -1.33673], [-2.25843, 0.83874, -1.74069], [-0.78196, 2.20176, 1.09935], [3.14493, 2.43894, -0.99877], [0.95849, -0.41363, -2.08218], [1.49027, -1.01784, -0.08151], [-1.50330, 5.12900, 3.17816], [-1.95580, -1.59498, -1.26851], [-0.47487, -1.73222, 0.15646], [1.53336, -0.20817, 1.46691], [2.99725, 4.77930, 2.72872], [2.50759, 2.27685, 0.67129], [-3.83045, 2.11124, -0.15245], [0.00158, 1.20502, 2.10003], [1.33046, -3.42061, -3.00788], [0.24160, -5.93630, -1.41937], [2.21270, -1.24730, 3.96829], [-2.95831, 4.53863, 2.67671], [1.07793, -4.68183, -1.41289], [-1.81990, 3.78269, 0.08705], [3.23211, 0.69316, 0.08729], [-3.44054, 0.08790, -2.26463], [-0.56937, 0.74999, -0.62329], [-3.18953, 0.78050, 0.17584]],
  "atomic_forces_ev_per_a": [[-0.44, 1.11, 0.10], [3.89, 1.87, 1.07], [0.03, 0.66, 1.92], [-0.10, -1.70, -1.12], [0.17, 1.06, -0.57], [-2.60, -2.33, -5.76], [0.32, 0.46, 0.39], [2.57, -0.11, 1.91], [0.99, -0.31, 3.07], [1.09, 3.00, 3.07], [-0.89, 0.93, 1.02], [1.56, -0.41, -1.44], [0.60, -2.07, 0.68], [-0.37, 0.57, -1.66], [1.24, -0.36, 4.62], [1.53, 1.97, 3.24], [-0.48, 0.90, -0.52], [1.76, -2.04, -3.39], [-0.85, 0.43, -3.45], [-0.29, 0.76, -0.81], [-0.09, -0.51, 0.27], [-0.19, -2.43, -2.50], [-0.94, -0.69, -2.33], [-1.87, 1.99, -3.23], [0.03, -0.83, 2.16], [-1.48, 0.34, 2.80], [-0.77, -1.34, 0.77], [0.16, -0.43, 0.23], [0.30, -0.51, -0.27], [-0.52, -2.27, 0.68], [-0.66, -2.11, -1.26], [-1.05, 0.77, -0.08], [0.81, -1.42, 1.84], [1.52, 0.77, -0.34], [0.13, -0.39, -1.01], [-1.30, -0.97, -0.96], [0.22, 0.05, -1.10], [-0.50, 0.43, 1.02], [-1.58, -0.58, -1.63], [-1.05, -0.63, -0.54], [-0.32, 0.98, 1.67], [-0.35, -0.55, -0.37], [0.37, 0.98, -1.69], [0.79, -1.19, 1.15], [0.95, 0.43, -0.47], [-0.12, -0.58, 0.25], [1.00, 0.41, 0.38], [0.05, -1.25, -0.38], [2.63, 3.39, 3.72], [-0.88, 2.77, -1.00], [-3.20, 0.30, -0.05], [0.67, 0.01, 1.20], [-2.47, 0.65, -1.27]],
  "mulliken_charge": [-0.68, -0.65, -0.51, -0.60, -0.62, -0.52, -0.61, -0.69, -0.66, -0.68, -0.66, -0.75, -0.42, 2.27, -1.38, -1.31, 0.49, -1.30, 0.25, 0.43, 0.30, 0.35, 0.29, 0.50, 0.28, 0.31, 0.34, 0.41, 0.30, 0.41, 0.28, 0.16, 0.45, 0.11, 0.55, 0.31, 0.33, 0.39, 0.26, 0.31, 0.16, 0.34, 0.24, 0.23, 0.36, 0.33, 0.31, 0.30, 0.24, 0.19, 0.29, -1.36, 0.33],
  "de_lowest_kcal_mol": 125.1,
  "mol_weight_g_mol": 301.33,
  "e_homo_ev": -9.4,
  "energy_ev": -31810.289,
  "largest_force_ev_per_a": 6.7,
  "charge": 0
}